Model one:
A cluster of 5 separate species, C11H15IN5O4S2 in total. Source: the OMol25 dataset; level of theory: wB97M-V/def2-TZVPD.

Each line ends with the natural charge from an NBO analysis.
Positions of all 38 atoms, in Å:
1 C -1.647 3.810 -2.275  -0.260
2 C -1.593 3.058 -1.182  -0.051
3 C -1.851 2.276 0.216  -0.667
4 S -2.039 0.443 -0.141  2.091
5 O -2.100 -0.288 1.193  -0.948
6 O -3.338 0.253 -0.937  -0.939
7 N -0.643 0.016 -1.090  -1.038
8 S -0.113 -1.577 -0.721  1.916
9 O 0.824 -1.984 -1.872  -0.950
10 O 0.715 -1.663 0.559  -0.943
11 I -1.878 -3.237 -0.620  -0.040
12 H -1.981 4.508 -3.138  0.279
13 H -0.955 2.444 0.942  0.272
14 H -2.853 2.596 0.715  0.275
15 C 1.232 -1.538 3.566  -0.731
16 C 2.259 -0.867 4.437  0.330
17 N 3.078 -0.331 5.131  -0.429
18 H 1.566 -1.537 2.526  0.294
19 H 1.086 -2.570 3.892  0.245
20 H 0.282 -1.006 3.634  0.285
21 C 0.669 -1.253 8.054  -0.713
22 C -0.088 -1.334 6.756  0.296
23 N -0.689 -1.400 5.723  -0.344
24 H 0.464 -0.300 8.545  0.250
25 H 0.364 -2.067 8.714  0.244
26 H 1.741 -1.332 7.863  0.267
27 C -2.931 3.095 -6.526  -0.712
28 C -1.899 3.765 -5.661  0.309
29 N -1.076 4.299 -4.972  -0.352
30 H -2.599 3.092 -7.566  0.249
31 H -3.080 2.065 -6.196  0.267
32 H -3.879 3.632 -6.456  0.250
33 C 3.741 -2.341 -3.373  -0.725
34 C 3.988 -2.837 -4.772  0.309
35 N 4.185 -3.232 -5.886  -0.386
36 H 2.670 -2.194 -3.213  0.303
37 H 4.111 -3.070 -2.649  0.249
38 H 4.258 -1.392 -3.218  0.247

Highest occupied orbital energy: -6.20 eV
Total charge: -1
LUMO: 1.9155 eV
Gap between HOMO and LUMO: 0.2981 Ha

***

Model two:
A structure of composition C11H15IN5O4S2. Source: the OMol25 dataset; level of theory: wB97M-V/def2-TZVPD.

Each line ends with the natural charge from an NBO analysis.
Positions of all 38 atoms, in Å:
1 C -0.062 1.417 -4.211  -0.236
2 C -0.751 1.405 -3.231  0.001
3 C -1.611 1.392 -2.058  -0.740
4 S -1.683 -0.224 -1.270  2.317
5 O -2.401 -0.031 -0.034  -0.970
6 O -2.286 -1.110 -2.229  -0.963
7 N -0.116 -0.520 -1.085  -1.211
8 S 0.376 -1.303 0.190  2.169
9 O 1.692 -1.809 -0.101  -0.971
10 O 0.229 -0.569 1.416  -0.962
11 I -0.964 -3.318 0.515  -0.180
12 H 0.510 1.294 -5.092  0.239
13 H -1.268 2.104 -1.310  0.257
14 H -2.644 1.594 -2.336  0.254
15 C -1.319 0.898 3.641  -0.745
16 C -1.215 2.180 4.321  0.336
17 N -1.149 3.197 4.853  -0.423
18 H -0.409 0.665 3.093  0.293
19 H -1.497 0.118 4.379  0.247
20 H -2.154 0.915 2.945  0.289
21 C -4.369 2.633 6.299  -0.724
22 C -4.370 1.726 5.161  0.294
23 N -4.322 1.005 4.270  -0.337
24 H -4.929 3.533 6.054  0.249
25 H -4.825 2.149 7.161  0.243
26 H -3.341 2.908 6.534  0.275
27 C 2.156 -2.093 -6.235  -0.721
28 C 2.399 -0.726 -5.798  0.304
29 N 2.601 0.346 -5.444  -0.344
30 H 3.102 -2.583 -6.458  0.250
31 H 1.645 -2.641 -5.446  0.269
32 H 1.533 -2.090 -7.128  0.248
33 C 4.929 -1.768 -0.009  -0.738
34 C 5.851 -2.689 -0.659  0.309
35 N 6.581 -3.411 -1.172  -0.378
36 H 3.906 -1.947 -0.339  0.304
37 H 4.974 -1.902 1.070  0.249
38 H 5.203 -0.743 -0.254  0.248

Highest occupied orbital energy: -6.29 eV
Total charge: -1
LUMO: 2.4645 eV
Gap between HOMO and LUMO: 0.3217 Ha

***

The most stable arrangement is model two, and the next structure is 99.9 kcal/mol less stable.

***

Model one:
A cluster of 6 separate species, H10IO5 in total. Source: the OMol25 dataset; level of theory: wB97M-V/def2-TZVPD.

Each line ends with the natural charge from an NBO analysis.
Positions of all 16 atoms, in Å:
1 I 29.280 25.252 32.682  -0.934
2 O 31.807 28.123 32.995  -0.957
3 H 31.423 27.298 33.141  0.487
4 H 31.410 28.434 32.159  0.467
5 O 29.159 21.588 32.966  -1.021
6 H 29.747 20.949 33.027  0.464
7 H 29.269 22.595 33.129  0.532
8 O 30.736 24.612 29.497  -0.990
9 H 30.196 24.571 30.280  0.505
10 H 31.361 25.324 29.453  0.468
11 O 27.082 26.113 35.390  -0.994
12 H 26.680 25.316 35.349  0.465
13 H 27.569 26.469 34.538  0.516
14 O 28.277 27.739 29.986  -0.990
15 H 28.345 27.052 30.579  0.502
16 H 28.715 27.704 29.066  0.482

Highest occupied orbital energy: -5.03 eV
Total charge: -1
LUMO: 3.1997 eV
Gap between HOMO and LUMO: 0.3026 Ha

***

Model two:
A cluster of 6 separate species, H10IO5 in total. Source: the OMol25 dataset; level of theory: wB97M-V/def2-TZVPD.

Each line ends with the natural charge from an NBO analysis.
Positions of all 16 atoms, in Å:
1 I -0.608 0.290 0.335  -0.998
2 O -1.143 -2.425 -4.143  -0.950
3 H -0.724 -1.962 -3.419  0.485
4 H -1.876 -1.863 -4.395  0.464
5 O 4.109 -0.479 -1.285  -0.949
6 H 3.225 -0.208 -1.039  0.486
7 H 4.684 0.037 -0.720  0.462
8 O 0.042 -3.867 3.654  -0.944
9 H -0.273 -4.732 3.392  0.459
10 H -0.265 -3.280 2.963  0.485
11 O -5.425 1.993 1.606  -0.946
12 H -4.490 1.820 1.491  0.487
13 H -5.459 2.797 2.123  0.459
14 O 2.957 4.111 0.095  -0.949
15 H 2.395 3.338 0.143  0.486
16 H 2.851 4.429 -0.802  0.463

Highest occupied orbital energy: -4.08 eV
Total charge: -1
LUMO: 3.1486 eV
Gap between HOMO and LUMO: 0.2657 Ha

***

The most stable arrangement is model two, and the next structure is 15.5 kcal/mol less stable.